This record from OMol25 describes a gas-phase ion, C2H8N3 (charge +1) in a non-equilibrium geometry. The level of theory is the ωB97M-V functional and the def2-TZVPD basis.

Summary:
Gap between HOMO and LUMO (eV): 11.61
E_HOMO (eV): -14.89
Structure (SMILES): CNC(N)=[NH2+]

Geometry as ORCA input:
```
! wB97M-V def2-TZVPD RIJCOSX def2/J DEFGRID3
* xyz 1 1
C -0.5641 -0.3396 -2.0479
N 0.1838 0.1755 -0.8687
C -0.2611 -0.0240 0.4374
N -1.0225 -1.1250 0.7813
N 0.1741 0.7768 1.3475
H -0.1527 0.0721 -2.9705
H -0.4544 -1.4520 -2.0383
H -1.6171 -0.1617 -2.0626
H 0.8865 0.8466 -1.0695
H -1.1259 -1.3550 1.7765
H -1.0692 -1.8785 0.1243
H -0.0797 0.6398 2.3291
H 0.6885 1.5919 1.1122
*
```